1.
Here is C4H7NOS as an isolated structure in a non-equilibrium geometry from the OMol25 dataset. Energies are from the ωB97M-V functional and the def2-TZVPD basis.

ORCA input file:
```
! RIJCOSX wB97M-V def2-TZVPD def2/J DEFGRID3
* xyz 0 1
C -0.97997 -0.97743 -0.31886
C 0.38488 -0.35597 -0.55299
C 1.28083 -0.48547 0.70075
C 1.30584 0.93269 1.16170
H -2.07065 0.83985 -0.67396
H -2.89107 -0.58038 -0.00123
H 0.76980 -0.71012 -1.46053
H 0.98319 -1.19300 1.43706
H 2.25652 -0.74767 0.33140
H 0.53270 1.11843 1.99908
H 2.33039 1.38407 1.24604
N -2.03048 -0.18772 -0.31068
O -1.00446 -2.17357 0.00162
S 0.52429 1.49428 -0.41623
*
```

Values from the calculation:
**Relative energy (zero: lowest compared OMol25 entry of this formula, charge and spin)**: 67.03 kJ/mol
**Frontier orbital gap**: 0.34999 Eh

These are the natural (NBO) partial charges, in e, on atoms 1 to 6:
1. C 0.64
2. C -0.37
3. C -0.41
4. C -0.49
5. H 0.42
6. H 0.40



2.
Here is C44H62As3NO8S5TeZr as an isolated structure from the OMol25 dataset. Energies are from the ωB97M-V functional and the def2-TZVPD basis.

ORCA input file:
```
! RIJCOSX wB97M-V def2-TZVPD def2/J DEFGRID3
* xyz 2 1
Zr 0.85090 -1.03717 0.03073
C 3.15753 -0.12440 4.64248
C 4.17583 0.74100 3.90777
S 3.93880 0.95732 2.11850
C 2.98520 2.48834 2.01482
C 1.51497 2.44175 2.42865
S 0.67882 0.89362 1.98498
C -0.71680 0.88687 3.13178
C -1.55621 -0.34344 2.85181
S -0.64262 -1.78533 2.23510
C 0.60350 -2.06188 3.55528
C 2.02650 -2.08839 3.01591
S 3.28118 -1.90536 4.29729
H 2.13464 0.19904 4.44170
H 3.32358 -0.01969 5.71549
H 5.16721 0.29917 4.00636
H 4.22582 1.73674 4.35394
H 3.08371 2.79652 0.97371
H 3.48344 3.25627 2.60800
H 0.96661 3.28268 2.00377
H 1.42447 2.49062 3.51531
H -1.31412 1.78472 2.97254
H -0.30862 0.89110 4.14316
H -2.28041 -0.13538 2.06814
H -2.10325 -0.65402 3.74155
H 0.35290 -3.00686 4.03687
H 0.46699 -1.25562 4.27514
H 2.19775 -1.27853 2.30403
H 2.21132 -3.04155 2.52991
C 3.08010 0.89781 -1.76507
N 1.65368 0.54121 -1.61558
C 0.96729 1.78675 -1.17101
C 1.12792 0.19778 -2.96898
C -0.05204 -0.72075 -2.90133
C -0.66505 -1.09938 -4.09322
C -1.83421 -1.83453 -4.05884
C -2.38257 -2.21531 -2.83470
C -1.73074 -1.89797 -1.66202
C -0.53210 -1.15309 -1.65808
H 3.17683 1.73729 -2.45924
H 3.64584 0.05937 -2.16114
H 3.49274 1.18904 -0.80093
H 1.09611 2.56634 -1.92265
H 1.40582 2.12530 -0.23782
H -0.10149 1.62005 -1.04787
H 1.93363 -0.23635 -3.56360
H 0.83069 1.12709 -3.46541
H -0.24529 -0.78999 -5.04317
H -2.32471 -2.11226 -4.98234
H -3.29798 -2.79089 -2.80560
H -2.13425 -2.27869 -0.73137
C 5.31141 -1.11325 -0.30097
As 3.61305 -2.06801 -0.39204
C 3.59122 -2.72943 -2.22434
C 4.15231 -3.67169 0.61050
C 5.43339 -4.27345 0.11246
C 5.42304 -5.17318 -0.95170
C 6.60570 -5.72535 -1.41959
C 7.81399 -5.38778 -0.82595
C 7.83247 -4.50797 0.24687
C 6.64884 -3.95623 0.71354
H 6.01909 -1.62214 -0.95340
H 5.67435 -1.18036 0.72296
H 5.23499 -0.06802 -0.57366
H 4.60967 -2.89817 -2.56867
H 3.08973 -2.02487 -2.88616
H 3.03915 -3.66655 -2.24657
H 3.32469 -4.37053 0.51211
H 4.24348 -3.36392 1.65379
H 4.48080 -5.46423 -1.40211
H 6.58269 -6.43036 -2.23990
H 8.73600 -5.82299 -1.18668
H 8.76880 -4.26022 0.72890
H 6.66895 -3.28881 1.56818
C -6.29620 -1.30070 -2.74258
O -5.31798 -0.42900 -2.14563
C -4.65256 0.33165 -3.01472
O -4.77577 0.24036 -4.20740
C -3.65353 1.28326 -2.41034
C -3.58994 2.51407 -2.97648
As -5.42906 3.18254 -2.91442
C -5.44144 5.01153 -3.59976
C -5.02481 3.55538 -0.97315
C -4.23695 2.85392 -0.15079
As -2.97004 1.35172 -0.56441
C -4.09354 0.03972 0.38250
C -4.13460 3.12322 1.31196
O -3.25169 2.63317 1.99673
O -5.05929 3.93768 1.78453
C -5.00726 4.24705 3.18900
C -6.00499 4.61735 -0.54276
O -7.17367 4.35338 -0.57540
O -5.59872 5.85765 -0.25854
C -4.22502 6.24051 -0.21785
C -2.37511 3.36138 -2.83510
O -1.24941 2.91240 -2.80836
O -2.63595 4.66684 -2.81560
C -1.49164 5.53237 -2.80092
H -6.72373 -1.86671 -1.92151
H -5.82390 -1.95886 -3.46913
H -7.06146 -0.71341 -3.24505
H -5.13795 4.96995 -4.64511
H -4.78854 5.68774 -3.05882
H -6.47361 5.35426 -3.54659
H -5.11875 0.07777 0.03776
H -4.06390 0.32774 1.43237
H -3.71130 -0.97144 0.26129
H -5.82700 4.93525 3.36140
H -4.05349 4.70893 3.43561
H -5.13839 3.33914 3.77329
H -4.05393 6.73314 0.73697
H -4.04308 6.95007 -1.02415
H -3.55428 5.39127 -0.32575
H -1.88618 6.54271 -2.82826
H -0.86689 5.34447 -3.67155
H -0.90736 5.37341 -1.89543
Te 0.49058 -3.87733 -0.23117
C 0.52526 -4.88223 1.62237
C 1.52756 -5.42546 2.38140
C 1.04476 -6.13956 3.51070
C -0.31552 -6.14941 3.58084
S -1.01359 -5.29413 2.28051
H 2.57947 -5.35638 2.14709
H 1.68369 -6.64318 4.22137
H -0.93699 -6.63469 4.31677
*
```

Values from the calculation:
**Relative energy (zero: lowest compared OMol25 entry of this formula, charge and spin)**: 0.00 kJ/mol
**Frontier orbital gap**: 0.24313 Eh

These are the Löwdin partial charges, in e, on atoms 1 to 6:
1. Zr 1.03
2. C -0.51
3. C -0.49
4. S 0.86
5. C -0.52
6. C -0.44



3.
Here is a 6-piece molecular cluster, C21H40Cl10FNO5S overall in a non-equilibrium geometry from the OMol25 dataset. Energies are from the ωB97M-V functional and the def2-TZVPD basis.

ORCA input file:
```
! RIJCOSX wB97M-V def2-TZVPD def2/J DEFGRID3
* xyz 0 1
C -1.60893 1.67938 -4.13851
C -0.36008 2.22990 -3.28452
O 0.20699 3.27703 -3.68824
O 0.05461 1.54775 -2.10412
C 0.26341 2.52189 -1.04083
C 0.18774 1.87780 0.41878
C -1.13770 0.96467 0.65591
C -2.43077 1.63154 -0.03736
C -2.74668 3.10810 0.48180
F -3.63107 0.83513 0.16071
C -1.29510 0.87892 2.27917
C 0.14870 0.74885 3.02059
C -2.17415 -0.37847 2.75313
N -2.40591 -0.40530 4.24269
C -1.49379 -1.76783 2.22406
O -1.67456 -1.94889 0.79829
S -0.95170 -0.74722 -0.10303
O 0.50976 -1.01833 -0.42128
O -1.66295 -0.75390 -1.44574
H -2.08888 2.49826 -4.76189
H -2.34886 1.26757 -3.36802
H -1.28543 0.84615 -4.85061
H 1.32003 2.95870 -1.17475
H -0.45464 3.38640 -1.21643
H 1.15088 1.26783 0.54869
H 0.15790 2.75569 1.16136
H -2.32400 1.70705 -1.17848
H -2.97462 3.18352 1.59354
H -3.71207 3.43341 -0.05759
H -1.95948 3.88339 0.21613
H -1.74314 1.85707 2.69247
H 0.06578 0.31183 4.07044
H 0.73767 -0.01669 2.40653
H 0.67555 1.75170 3.12464
H -3.23094 -0.38841 2.28708
H -3.07641 0.35420 4.43277
H -2.81746 -1.32624 4.46754
H -2.10881 -2.60167 2.73026
H -0.42179 -1.91366 2.57683
Cl 1.87425 0.78471 -6.14239
C 2.82883 1.35466 -4.74711
C 4.25436 1.68312 -5.13661
Cl 5.16625 0.21393 -5.55691
H 2.79316 0.58761 -3.97154
H 2.32804 2.24681 -4.36622
H 4.77367 2.15019 -4.29758
H 4.29339 2.36931 -5.98376
Cl 2.23875 -4.73072 5.50579
C 2.24964 -4.49474 3.73948
C 2.72678 -3.11049 3.35094
Cl 1.56351 -1.84130 3.81441
H 1.24381 -4.69243 3.36575
H 2.92129 -5.24809 3.32417
H 2.84339 -3.05020 2.26678
H 3.68749 -2.87320 3.80986
Cl 1.16624 -5.41919 -1.62511
C 0.75374 -3.82889 -2.32378
C -0.72311 -3.70591 -2.63535
Cl -1.21655 -4.76106 -3.98481
H 1.36603 -3.68235 -3.21527
H 1.04023 -3.07613 -1.58634
H -0.95317 -2.68171 -2.93467
H -1.33793 -3.95321 -1.76901
Cl 4.59564 -4.29475 -0.17731
C 4.60654 -4.21643 -1.95869
C 5.14980 -2.89883 -2.46864
Cl 4.04377 -1.55083 -2.11439
H 3.59032 -4.39362 -2.31230
H 5.23519 -5.03869 -2.30511
H 5.26350 -2.93778 -3.55393
H 6.12332 -2.66842 -2.03363
Cl -3.48828 3.25347 4.69629
C -3.99401 4.86957 4.13894
C -5.47608 4.93135 3.82982
Cl -5.90327 3.97255 2.39096
H -3.39115 5.13012 3.26749
H -3.75315 5.56939 4.94109
H -5.76671 5.96249 3.61983
H -6.07664 4.57259 4.66685
*
```

Values from the calculation:
**Relative energy (zero: lowest compared OMol25 entry of this formula, charge and spin)**: 0.00 kJ/mol
**Frontier orbital gap**: 0.37217 Eh

These are the Löwdin partial charges, in e, on atoms 1 to 6:
1. C 0.02
2. C -0.40
3. O 0.03
4. O -0.08
5. C -0.17
6. C -0.10



4.
Here is a 2-piece molecular cluster, H3PS2 overall in a non-equilibrium geometry from the OMol25 dataset. Energies are from the ωB97M-V functional and the def2-TZVPD basis.

ORCA input file:
```
! RIJCOSX wB97M-V def2-TZVPD def2/J DEFGRID3
* xyz 0 1
P -0.29339 -0.11452 0.48415
S -2.05838 0.83467 0.16605
S 1.37696 0.31434 -0.96492
H 0.86180 0.11641 2.20749
H -0.52090 -1.46597 0.26731
H 0.63391 0.31506 -2.16007
*
```

Values from the calculation:
**Relative energy (zero: lowest compared OMol25 entry of this formula, charge and spin)**: 237.47 kJ/mol
**Frontier orbital gap**: 0.28345 Eh

The computed natural (NBO) charges, all in e, follow:
1. P 0.58
2. S -0.47
3. S -0.30
4. H 0.02
5. H -0.01
6. H 0.17



5.
Here is C55H43CoO4P3Se2 as an isolated structure from the OMol25 dataset. Energies are from the ωB97M-V functional and the def2-TZVPD basis.

ORCA input file:
```
! RIJCOSX wB97M-V def2-TZVPD def2/J DEFGRID3
* xyz 0 2
Co 0.46635 -0.17710 0.00788
O 1.66785 2.51173 -1.96299
C 2.24864 1.68299 -2.90549
C 2.20787 1.87807 -4.27175
C 2.81588 0.92901 -5.08831
C 3.44657 -0.17982 -4.54865
C 3.47018 -0.35783 -3.17021
C 2.87175 0.57722 -2.34226
P 2.64393 0.42178 -0.55356
C 4.01692 1.43368 0.07413
C 5.13916 1.72922 -0.69946
C 6.15298 2.51859 -0.18101
C 6.04884 3.02352 1.10797
C 4.93220 2.73846 1.87888
C 3.91407 1.94894 1.36617
C 0.07960 -1.01648 -1.75848
C 0.00123 -2.41780 -1.83681
C -0.26463 -3.08705 -3.02711
C -0.46211 -2.38460 -4.20524
C -0.40957 -0.99917 -4.16293
C -0.15623 -0.34834 -2.96383
C 0.54732 3.25662 -2.26915
C 0.69601 4.42158 -3.01118
C -0.40199 5.22497 -3.25878
C -1.64202 4.87678 -2.73891
C -1.76606 3.73545 -1.96885
C -0.67969 2.88800 -1.72902
P -0.92989 1.51818 -0.51869
C -1.24299 2.58909 0.92004
C -0.11124 3.17777 1.48337
C -0.22027 3.94354 2.63000
C -1.46325 4.12050 3.22647
C -2.59132 3.54887 2.66070
C -2.48585 2.78678 1.50385
C -2.53038 0.78559 -0.97319
C -3.14091 -0.02282 -0.01528
C -4.27713 -0.74974 -0.32764
C -4.81263 -0.68054 -1.60612
C -4.20643 0.11491 -2.56669
C -3.06795 0.84293 -2.25440
H 1.69349 2.72509 -4.70218
H 2.78412 1.06093 -6.16180
H 3.90443 -0.91338 -5.19744
H 3.92516 -1.24027 -2.73888
H 5.22039 1.34805 -1.70911
H 7.02266 2.74385 -0.78460
H 6.84147 3.64152 1.50952
H 4.85379 3.12756 2.88596
H 3.05326 1.69703 1.97348
H 0.14651 -3.02848 -0.95450
H -0.31225 -4.17042 -3.02788
H -0.66102 -2.90453 -5.13340
H -0.56928 -0.41700 -5.06262
H -0.15109 0.73831 -2.99691
H 1.68247 4.69244 -3.36334
H -0.28566 6.13205 -3.83643
H -2.50406 5.50642 -2.91043
H -2.72462 3.49358 -1.52728
H 0.86605 3.00594 1.04056
H 0.66631 4.37820 3.07252
H -1.54885 4.69780 4.13762
H -3.55854 3.67800 3.12840
H -3.37139 2.33138 1.07995
H -2.71412 -0.10123 0.97806
H -4.72604 -1.39213 0.41942
H -5.69411 -1.25619 -1.85640
H -4.61100 0.16032 -3.56912
H -2.59043 1.43920 -3.02031
Se 1.99962 -0.31968 3.31373
P -1.38148 -1.57697 3.64610
Se -0.17234 0.02054 2.53181
C -2.19512 -2.68250 2.41959
C -3.23245 -3.49097 2.89339
C -3.86308 -4.40050 2.06154
C -3.45288 -4.53179 0.73876
C -2.41070 -3.75101 0.26536
C -1.78554 -2.83612 1.10219
C -2.78261 -0.45377 4.06683
C -2.58180 0.36701 5.17786
C -3.55486 1.26724 5.58012
C -4.74933 1.35985 4.87765
C -4.95908 0.55062 3.77061
C -3.98284 -0.35158 3.37014
H -3.55636 -3.39887 3.92451
H -4.67151 -5.00970 2.44470
H -3.94439 -5.23868 0.08356
H -2.08835 -3.83450 -0.76465
H -0.97301 -2.23169 0.72102
H -1.64834 0.29916 5.72488
H -3.38339 1.89446 6.44527
H -5.51423 2.05717 5.19492
H -5.88685 0.61618 3.21722
H -4.16739 -0.98634 2.51216
O 1.17163 -4.29960 1.29232
C 2.50856 -4.38088 1.13010
C 3.19933 -5.54493 1.46419
C 4.56183 -5.63504 1.26501
C 5.27176 -4.56673 0.72408
C 4.59584 -3.41108 0.39849
C 3.21855 -3.29452 0.59552
C 2.54216 -2.03239 0.27222
O 3.31521 -1.12331 -0.33770
O 1.36361 -1.80889 0.54099
H 0.85248 -5.09185 1.73778
H 2.65065 -6.38152 1.88139
H 5.07588 -6.54810 1.53415
H 6.33884 -4.63529 0.56976
H 5.12955 -2.56093 -0.00391
*
```

Values from the calculation:
**Relative energy (zero: lowest compared OMol25 entry of this formula, charge and spin)**: 262.29 kJ/mol
**Frontier orbital gap (alpha / beta)**: 0.23038 / 0.23446 Eh
**Expectation value of S²**: 0.78

These are the Löwdin partial charges, in e, on atoms 1 to 6:
1. Co 0.01
2. O -0.03
3. C -0.28
4. C 0.00
5. C -0.07
6. C -0.07